{"formula": "C52H104O18", "method": "wB97M-V/def2-TZVPD", "total_energy_ev": -92460.883, "lumo_energy_ha": 0.0215, "elements": ["C", "C", "C", "O", "C", "H", "H", "H", "H", "H", "H", "H", "H", "C", "C", "C", "O", "C", "H", "H", "H", "H", "H", "H", "H", "H", "C", "C", "C", "O", "C", "H", "H", "H", "H", "H", "H", "H", "H", "C", "C", "C", "O", "C", "H", "H", "H", "H", "H", "H", "H", "H", "C", "C", "C", "O", "C", "H", "H", "H", "H", "H", "H", "H", "H", "C", "C", "C", "O", "C", "H", "H", "H", "H", "H", "H", "H", "H", "C", "C", "C", "O", "C", "H", "H", "H", "H", "H", "H", "H", "H", "C", "C", "C", "O", "C", "H", "H", "H", "H", "H", "H", "H", "H", "O", "C", "O", "C", "C", "C", "H", "H", "H", "H", "H", "H", "H", "H", "O", "C", "O", "C", "C", "C", "H", "H", "H", "H", "H", "H", "H", "H", "O", "C", "O", "C", "C", "C", "H", "H", "H", "H", "H", "H", "H", "H", "O", "C", "O", "C", "C", "C", "H", "H", "H", "H", "H", "H", "H", "H", "O", "C", "O", "C", "C", "C", "H", "H", "H", "H", "H", "H", "H", "H"], "coordinates": [[-6.074299, -0.015643, 2.544518], [-4.820987, 0.085751, 1.667648], [-5.474183, 0.448938, 0.367327], [-6.673490, -0.367707, 0.256463], [-6.979008, -0.787940, 1.616754], [-6.435894, 0.937304, 2.786897], [-6.022457, -0.512143, 3.526862], [-4.196830, -0.868290, 1.624822], [-4.189116, 0.899323, 1.911512], [-4.845285, 0.243213, -0.544100], [-5.738895, 1.520507, 0.282824], [-6.889191, -1.899120, 1.680873], [-8.080853, -0.509616, 1.752341], [-1.968466, 1.386148, -2.983815], [-3.324322, 1.802377, -3.545778], [-3.710764, 3.075851, -2.791480], [-2.741474, 3.352551, -1.817384], [-1.904128, 2.175600, -1.689302], [-1.176447, 1.708590, -3.691733], [-2.004788, 0.291199, -2.812514], [-4.156680, 1.100882, -3.349409], [-3.174193, 1.894426, -4.597280], [-4.650242, 2.872651, -2.187216], [-3.820746, 3.984310, -3.332854], [-2.360524, 1.531203, -0.846027], [-0.966072, 2.557928, -1.383589], [-1.375305, -6.064527, -1.650895], [0.060691, -5.478938, -1.580914], [0.008474, -4.935967, -0.079866], [-1.215682, -5.441016, 0.574908], [-1.791875, -6.455649, -0.277564], [-1.478282, -6.859289, -2.364795], [-2.137403, -5.321843, -1.889854], [0.215588, -4.610040, -2.274030], [0.869137, -6.236420, -1.585357], [-0.000194, -3.846314, 0.002491], [0.896294, -5.287541, 0.478253], [-2.869972, -6.492354, -0.076247], [-1.401964, -7.416405, 0.116594], [3.886931, 4.043369, 2.424093], [3.073214, 4.736786, 1.354201], [4.003992, 4.932869, 0.132876], [5.255209, 4.332845, 0.517534], [4.962249, 3.402984, 1.542061], [3.264391, 3.349935, 3.116735], [4.503034, 4.784559, 2.996799], [2.703122, 5.657486, 1.707057], [2.143749, 4.208347, 1.047759], [4.208534, 5.978046, -0.070696], [3.557801, 4.440558, -0.702466], [5.873375, 3.207421, 2.108338], [4.582435, 2.556105, 0.968563], [5.550165, 0.721444, 4.373907], [4.352055, 0.860741, 5.348087], [3.254264, -0.014637, 4.722023], [3.577018, -0.093311, 3.329194], [5.059561, -0.217693, 3.307889], [6.487226, 0.370602, 4.796008], [5.777320, 1.678558, 3.887349], [4.077374, 1.935868, 5.335513], [4.681534, 0.685964, 6.374297], [2.302106, 0.430571, 4.768490], [3.392836, -1.038913, 5.114365], [5.324370, 0.020263, 2.288239], [5.320789, -1.247530, 3.524288], [4.840664, -2.947511, -1.653364], [4.788347, -1.618482, -0.967088], [3.503444, -1.657678, -0.090163], [3.070631, -3.019899, -0.002010], [3.879808, -3.895562, -0.831817], [5.842676, -3.441834, -1.735200], [4.402190, -2.869341, -2.691042], [5.028109, -0.735034, -1.561477], [5.663759, -1.769565, -0.260542], [2.702070, -1.078830, -0.638073], [3.639485, -1.373157, 0.944671], [3.190696, -4.463300, -1.451452], [4.439216, -4.511813, -0.171286], [0.016478, -3.737978, -5.925947], [0.705672, -3.275068, -7.188885], [-0.008937, -1.970341, -7.511005], [-0.222858, -1.366471, -6.275800], [-0.691476, -2.500981, -5.429445], [0.748766, -4.125936, -5.258398], [-0.797027, -4.445577, -6.149274], [0.704250, -3.983605, -7.968886], [1.719869, -3.049405, -6.976570], [-0.892602, -2.094386, -8.143076], [0.710927, -1.227372, -7.997364], [-1.739043, -2.575683, -5.675112], [-0.548997, -2.275148, -4.340457], [-3.720653, -2.242667, -2.047896], [-5.126895, -2.611070, -2.647174], [-5.186613, -4.079116, -2.528566], [-4.269358, -4.395753, -1.459241], [-3.802706, -3.195003, -0.895659], [-3.625139, -1.150901, -1.780061], [-2.905766, -2.550979, -2.663563], [-5.181759, -2.314040, -3.696712], [-5.855542, -2.068776, -2.041419], [-4.789620, -4.539137, -3.490611], [-6.174541, -4.545222, -2.305210], [-2.870811, -3.382248, -0.356967], [-4.527698, -2.818117, -0.104593], [-0.194270, -1.871300, 4.427058], [-0.450465, -2.666428, 3.537507], [0.393888, -3.161864, 2.655285], [1.774163, -2.746124, 2.868778], [2.648970, -3.435393, 3.858020], [-1.838320, -3.087538, 3.176955], [1.695795, -1.722009, 3.282797], [2.216248, -2.709850, 1.875484], [3.767027, -3.235960, 3.682421], [2.608155, -4.503101, 3.725493], [2.394725, -3.188233, 4.849538], [-2.497091, -2.857953, 4.021500], [-1.976638, -4.136159, 2.898442], [-2.211330, -2.516423, 2.311215], [2.034688, -0.276183, -2.808337], [2.098144, 0.931698, -2.891674], [1.792250, 1.617997, -3.997798], [1.200303, 0.857330, -5.045367], [0.984482, 1.735608, -6.246425], [2.741935, 1.773665, -1.831624], [0.200776, 0.454565, -4.782497], [1.854031, 0.024117, -5.273521], [0.737569, 2.772094, -5.964520], [0.206462, 1.354832, -6.896946], [1.809018, 1.695581, -6.944132], [2.504581, 1.266722, -0.918469], [2.488342, 2.814597, -1.818083], [3.837454, 1.737115, -1.885692], [0.969590, 2.461097, 4.797264], [0.466370, 2.737018, 5.844471], [-0.345597, 1.951795, 6.511576], [-0.623145, 0.633874, 6.010110], [-1.865144, 0.170797, 6.872109], [0.833756, 3.923709, 6.697495], [0.226899, -0.001296, 6.176428], [-0.765214, 0.736002, 4.968198], [-1.631788, 0.231236, 7.945740], [-2.192812, -0.823183, 6.575833], [-2.679526, 0.859835, 6.624691], [1.438743, 4.619458, 6.084046], [1.455430, 3.665025, 7.603798], [-0.101303, 4.368753, 7.160484], [-1.615979, -0.749953, 1.197211], [-0.669724, -0.452340, 0.514134], [0.324736, 0.394234, 0.905857], [0.112420, 1.199132, 2.145303], [-0.560251, 2.473359, 1.793187], [-0.339017, -1.021424, -0.815981], [1.154764, 1.289031, 2.421004], [-0.479824, 0.545143, 2.782643], [-1.555546, 2.314877, 1.382518], [0.018677, 3.118452, 1.087137], [-0.639030, 3.124509, 2.700408], [0.384677, -1.831397, -0.798057], [0.234831, -0.304222, -1.401527], [-1.189924, -1.318306, -1.388282], [0.910785, 5.295215, -1.081975], [0.169650, 5.704448, -1.970101], [-1.039085, 6.106722, -1.800964], [-1.665471, 5.858844, -0.514641], [-1.559980, 7.117543, 0.406930], [0.668412, 5.924426, -3.379012], [-1.282813, 4.992685, 0.011800], [-2.657096, 5.449709, -0.761584], [-1.615382, 8.034494, -0.212350], [-0.577732, 7.036807, 0.925787], [-2.289874, 7.213026, 1.174149], [0.753310, 4.908327, -3.800631], [1.727012, 6.311644, -3.360113], [0.036445, 6.527268, -4.085424]], "forces_ev_per_angstrom": [[0.8, -2.0, 0.3], [0.2, -1.1, 0.2], [-0.1, -0.6, -2.2], [0.9, 0.3, 0.9], [-2.6, 0.1, -0.8], [-0.7, 1.6, -0.1], [0.5, -0.1, -0.4], [-1.0, 1.2, 0.0], [0.9, 0.7, 0.7], [-0.5, 0.0, 0.8], [0.0, -0.3, 0.4], [0.1, 0.8, 0.1], [1.3, -0.6, 0.1], [-0.1, 0.0, 0.1], [-0.7, -0.1, 0.3], [-1.6, -0.5, 1.5], [1.6, -0.9, -0.2], [-2.0, -0.7, 1.6], [-0.3, -0.5, 0.5], [0.7, 0.7, -0.2], [0.7, -0.1, -0.3], [-0.5, 0.4, -0.9], [0.5, 0.3, -1.0], [-0.3, 0.6, -0.9], [0.8, 0.8, -1.0], [1.2, 0.0, 0.3], [-0.1, 0.3, -0.8], [-0.9, 0.9, 2.0], [-0.1, -0.5, 0.1], [0.8, 0.5, -1.1], [0.9, -0.5, 2.1], [0.0, -0.5, -0.4], [0.4, 0.4, -0.5], [0.1, -1.1, 0.4], [-0.6, 0.4, -0.6], [-0.1, -0.2, -0.1], [-0.4, 0.1, -0.1], [0.2, 0.3, -0.4], [0.1, 0.1, -0.6], [0.4, -0.5, 0.6], [-1.1, -0.3, -0.7], [0.3, -0.1, 1.6], [0.0, 0.8, 0.0], [-0.2, -0.6, -0.2], [1.3, 1.1, -1.2], [-1.0, -0.4, 0.0], [-0.4, 1.4, 0.4], [0.8, -0.1, 0.2], [-0.1, 0.1, -0.2], [0.0, -0.3, -0.9], [0.0, -0.3, -0.3], [0.0, -0.8, 0.7], [0.2, 0.6, -0.5], [0.6, 1.5, -0.3], [2.2, -0.7, -0.2], [1.7, 0.1, 0.2], [-2.1, -0.1, -0.4], [0.0, -0.1, 0.3], [-0.1, -0.1, 0.3], [-0.2, -0.6, 0.0], [-0.5, -0.6, 0.0], [-1.3, 0.1, 0.4], [-0.8, 0.3, 0.2], [0.3, 0.1, -0.2], [0.0, -0.4, 0.1], [-1.4, -1.9, -2.1], [1.9, -0.9, 2.8], [-0.7, 0.3, -1.7], [0.5, -0.5, -0.8], [-0.2, 2.3, -0.2], [-0.8, 0.7, 0.0], [0.6, -0.1, 0.9], [-0.6, -0.2, 0.0], [-0.8, 0.9, -0.3], [0.7, -0.4, 1.0], [0.1, 0.8, 0.0], [0.2, -0.2, -0.1], [0.5, -0.9, 0.5], [-1.0, -0.2, -0.5], [-0.6, 0.8, 0.0], [2.4, 1.4, -1.3], [-0.9, -1.3, 1.8], [0.3, 1.8, 0.4], [0.2, -0.5, 0.8], [0.7, -0.3, 0.2], [-0.2, -0.9, -1.0], [1.0, 0.3, 0.2], [-0.3, 0.0, 0.2], [-1.0, -1.1, 0.0], [-0.6, -0.1, 0.4], [0.0, 0.1, -1.1], [-1.6, 0.8, 0.4], [0.8, 2.2, -0.7], [0.5, -1.9, -0.4], [-0.3, -0.8, -0.1], [-0.2, 0.5, 2.0], [-0.1, -1.2, -0.2], [0.6, -0.1, -0.8], [-0.3, 0.2, 0.1], [-0.2, -0.1, -0.2], [-0.4, 0.2, 1.1], [0.6, 0.5, -0.2], [0.1, -0.2, -0.2], [0.6, -0.2, -0.8], [0.2, -0.8, -0.4], [-1.3, 0.7, -0.1], [1.7, -0.6, 0.7], [0.1, 2.6, -0.5], [1.7, -1.3, -1.1], [-1.4, -0.1, 0.3], [0.1, -0.3, -0.8], [-0.2, -0.2, 0.2], [-1.7, 0.3, 0.1], [-0.2, -0.7, 0.1], [-0.3, 0.2, 1.3], [0.1, 0.0, -0.1], [0.5, 0.1, 0.1], [0.4, 0.0, 0.4], [-0.5, 0.3, -0.2], [1.5, -0.1, -0.4], [-0.5, 0.3, 0.5], [-1.0, -0.6, -0.6], [0.1, 0.5, -0.6], [0.4, -0.4, 0.1], [0.8, 0.1, 0.5], [-0.1, -0.2, 0.0], [0.2, -0.4, -0.2], [-0.6, -0.2, 0.3], [0.7, 0.5, 0.2], [-0.3, 0.1, 0.9], [-0.5, 0.4, -0.1], [-0.2, -0.2, -0.4], [0.3, -0.1, -1.3], [1.0, 0.1, 1.7], [-0.6, -0.2, 0.8], [-1.3, -0.1, 1.9], [0.9, 0.7, -1.3], [-0.2, 1.1, 0.9], [0.4, -0.3, 0.1], [-0.6, -0.3, -1.1], [-0.1, -0.1, -0.5], [0.2, -0.1, 0.1], [0.0, -0.1, 0.3], [-0.7, -0.1, 0.4], [-0.6, -0.3, -1.1], [1.1, -0.2, -0.8], [-0.4, 0.4, -0.1], [1.4, 0.2, 0.6], [-1.1, 0.0, -0.2], [0.6, -1.7, -1.4], [0.2, 2.0, 0.3], [1.0, 0.5, -0.8], [-0.1, 0.3, 0.8], [0.2, 0.3, 0.4], [-0.1, 0.0, 0.0], [-0.3, -0.8, 0.3], [-0.1, -0.7, -0.5], [-0.1, -0.4, 0.6], [-0.3, 0.3, 0.1], [-0.7, -0.3, -0.1], [-0.8, -0.1, -0.8], [2.9, 0.4, 0.3], [-2.1, 0.0, 0.8], [-1.2, 0.2, 0.8], [1.4, -0.5, -1.4], [0.8, -0.2, -1.0], [0.9, 0.0, -0.2], [0.0, 1.1, 0.0], [0.2, -0.5, 0.4], [-0.5, 0.4, -0.5], [-0.9, -0.4, 0.5], [0.0, 0.3, -0.1], [-1.2, -0.3, 0.1], [0.4, -0.5, 1.1]], "mulliken_charge": [-0.77, 0.59, 0.46, -0.47, -0.43, 0.35, 0.35, -0.45, 0.20, -0.69, 0.35, 0.24, 0.31, 1.93, -0.83, -0.63, -0.15, 0.33, -0.49, -0.57, 0.07, 0.57, 0.24, 0.31, -0.99, 0.16, -0.01, -0.18, 0.56, -0.41, -0.67, 0.58, -0.47, -0.08, 0.35, -0.62, 0.38, 0.35, 0.29, 0.10, 0.48, -0.33, -0.54, -0.08, -0.14, 0.31, 0.40, -0.70, 0.31, 0.09, 0.27, -0.03, -0.45, -0.64, 0.12, 0.35, -0.62, 0.31, -0.07, 0.17, 0.51, -0.55, 0.24, 0.38, 0.38, -0.62, -0.46, 1.74, -0.49, -0.51, 0.37, 0.11, 0.40, 0.26, -0.88, -0.59, 0.11, 0.37, -0.41, -0.84, -0.52, -0.33, 0.33, 0.23, 0.33, 0.41, 0.29, 0.27, 0.34, 0.30, -0.42, 1.28, -0.76, -0.47, -0.44, 0.55, -0.78, -0.07, 0.40, 0.26, 0.23, 0.28, -0.44, -0.03, -0.60, 0.70, -0.08, 2.26, -1.89, -0.57, -0.50, -0.63, 0.18, 0.41, 0.46, 0.38, 0.29, -0.30, -0.64, 0.56, -0.43, 0.85, -1.66, -0.12, -0.34, 0.33, 0.24, 0.36, 0.47, -0.04, 0.02, 0.47, -0.30, 0.82, -0.38, 0.80, -1.41, -1.34, 0.17, -0.32, 0.35, 0.36, 0.35, 0.30, 0.32, 0.36, -0.54, 0.45, 0.40, 0.75, -0.52, 1.60, -0.34, -0.19, 0.22, -0.54, 0.36, -0.34, -0.71, -0.94, -0.40, 0.72, -0.36, 0.56, -1.28, -0.72, -0.40, 0.38, 0.29, 0.22, 0.45, -0.07, 0.30, 0.30]}